The molecule C5H8N2S at a distorted geometry, computed with ωB97M-V/def2-TZVPD.

Geometry as XYZ:
```
16
Properties=species:S:1:pos:R:3:forces:R:3:nbo_charge:R:1
C -1.52116 -1.60398 -0.08189 0.4033 -0.4059 -0.8596 -0.402
N -1.07821 -0.23664 -0.02387 0.1657 0.2038 0.1506 -0.259
N -0.94469 0.44801 -1.19430 -0.0316 0.0239 -0.1069 -0.188
C -0.13479 1.42584 -1.02199 0.0336 -0.2315 0.3191 -0.025
C 0.51951 1.41708 0.30989 -0.0902 0.1547 0.0294 -0.289
C 1.33559 0.17762 0.65263 0.1377 0.1838 0.4099 -0.402
S 2.01432 -0.94683 -0.55391 -0.2224 -0.1100 0.2623 0.000
C -0.15148 0.22570 0.96270 0.3372 -0.1147 -0.5640 -0.057
H -1.90622 -1.88370 0.88384 -0.3138 -0.1107 0.3720 0.198
H -0.68981 -2.31570 -0.32894 -0.6223 0.5035 0.0188 0.189
H -2.31711 -1.66383 -0.84942 0.4747 -0.1022 0.4827 0.224
H 0.00438 2.16362 -1.78696 0.0541 0.1496 -0.2149 0.206
H 0.76272 2.34970 0.81170 -0.0319 -0.2116 -0.0461 0.236
H 1.93842 0.32934 1.55718 -0.1692 -0.1416 -0.5102 0.229
H 2.61789 -0.04370 -1.32463 0.1020 0.2019 -0.1209 0.121
H -0.44935 0.15749 1.98797 -0.2269 0.0070 0.3780 0.220
```
Positions in Å, forces in eV/Å.

Calculated values
HOMO = -8.0 eV
energy relative to the best compared isomer or geometry (same formula, charge and spin) = 232.29 kJ/mol
energy = -702.9415 Eh
maximum force = 0.0201 hartree/bohr
structure (SMILES) = CN1N=C[C@@H]2[C@H](S)[C@@H]21